(1)
A 10-piece molecular cluster, C56H160N24O12P8S2 overall in a non-equilibrium geometry, computed with ωB97M-V with the def2-TZVPD basis set.

Computed properties:
electronic energy	-7974.20193	a.u.
structure (SMILES)	CN(C)P(=O)(N(C)C)N(C)C.CN(C)P(=O)(N(C)C)N(C)C.CN(C)P(=O)(N(C)C)N(C)C.CN(C)P(=O)(N(C)C)N(C)C.CN(C)P(=O)(N(C)C)N(C)C.CN(C)P(=O)(N(C)C)N(C)C.CN(C)P(=O)(N(C)C)N(C)C.CN(C)P(=O)(N(C)C)N(C)C.O=S1(=O)CCCC1.O=S1(=O)CCCC1
largest force on an atom	4.06	eV/A
HOMO-LUMO gap	8.47	eV
energy above the lowest of the compared OMol25 structures with the same formula, charge and spin	0.00	kJ/mol
multiplicity	1

Element x y z (Å)
C -14.65956 29.54253 8.74046
N -14.54932 28.20028 8.21161
C -14.15374 28.12885 6.80056
P -14.95603 26.83881 9.10431
O -16.39922 27.01660 9.36133
N -14.69777 25.49706 8.19487
C -15.79620 24.92370 7.43007
C -13.49836 24.72724 8.15243
N -14.02071 26.81514 10.44295
C -12.60954 27.05572 10.43405
C -14.58512 26.37316 11.75277
H -15.18940 30.18119 8.03161
H -13.69185 30.07312 8.76520
H -15.11311 29.47350 9.73475
H -14.82543 28.87248 6.23339
H -14.28728 27.11439 6.38283
H -13.12157 28.32087 6.65780
H -16.69827 25.58414 7.48138
H -15.54947 24.78475 6.35435
H -16.01196 23.96668 7.91946
H -12.70293 25.17040 8.71808
H -13.57347 23.69011 8.58072
H -13.11289 24.55542 7.10002
H -12.33683 27.33069 9.44912
H -12.35126 27.92527 11.03025
H -12.02520 26.14195 10.67453
H -15.57821 26.81523 11.90733
H -13.78992 26.61165 12.42916
H -14.87769 25.31371 11.84374
C -18.33743 23.69522 5.25045
N -17.22729 22.77534 5.11738
C -17.39106 21.56940 5.96082
P -16.23214 22.96332 3.81993
O -15.74126 24.32865 3.80908
N -14.96345 21.95160 4.13877
C -14.10094 22.29593 5.28568
C -14.98003 20.54199 3.66861
N -17.01727 22.45341 2.47637
C -18.38083 22.03655 2.30561
C -16.15750 22.61008 1.26381
H -18.14897 24.28140 6.16907
H -19.27547 23.23347 5.21931
H -18.34575 24.32706 4.36813
H -16.42708 21.06504 6.06947
H -17.99067 20.79238 5.44282
H -17.80264 21.89046 6.91590
H -13.12784 21.88077 5.07136
H -14.01820 23.37666 5.40769
H -14.47734 21.90190 6.21427
H -13.89635 20.25736 3.55687
H -15.29132 19.79427 4.42233
H -15.53755 20.39922 2.80235
H -18.47174 21.21493 1.68039
H -18.71649 21.79895 3.33858
H -18.90085 22.80718 1.83052
H -15.23544 22.98684 1.59481
H -16.62230 23.32199 0.61999
H -16.08019 21.63505 0.80034
C -10.95832 26.87611 4.12202
N -10.58825 28.06062 4.84394
C -11.30941 29.25463 4.51970
P -10.12622 27.87152 6.47716
O -11.13574 27.69481 7.56797
N -9.09499 26.55430 6.49077
C -9.10500 25.69432 7.60614
C -8.11937 26.26205 5.46139
N -9.31746 29.37344 6.65102
C -8.20288 29.75568 5.75605
C -9.49773 30.24936 7.77360
H -10.22113 26.12741 4.17105
H -11.11178 27.18445 3.10925
H -11.93313 26.46853 4.56057
H -11.01070 30.19552 4.94580
H -12.30673 29.24952 4.95505
H -11.29633 29.37595 3.45520
H -9.07260 24.64387 7.35654
H -8.26260 25.84196 8.26454
H -10.03417 25.73099 8.11317
H -8.14163 25.21179 5.11180
H -8.32651 26.90101 4.64446
H -7.03926 26.48996 5.75419
H -7.32567 29.13034 5.84747
H -8.57450 29.80387 4.78913
H -7.78739 30.75648 6.02022
H -10.01926 29.73965 8.58508
H -9.97972 31.16957 7.53053
H -8.56648 30.52376 8.30272
C -10.66664 33.67852 3.06606
N -12.06689 33.86833 2.75563
C -12.61272 35.21380 2.73092
P -13.12893 32.62163 2.97906
O -12.50197 31.35905 2.56624
N -13.70422 32.58991 4.53556
C -13.60968 33.67268 5.50192
C -14.58304 31.52134 4.93953
N -14.33544 33.07912 1.92287
C -14.12849 32.85320 0.54600
C -15.72583 33.36683 2.32149
H -10.35722 34.07942 4.00183
H -10.06454 34.17496 2.31007
H -10.42507 32.63208 2.94939
H -12.20746 35.82947 3.52338
H -13.68806 35.21990 2.84525
H -12.45065 35.71232 1.69812
H -14.54383 34.21109 5.57550
H -13.31815 33.25165 6.44656
H -12.85441 34.43763 5.33685
H -14.01569 30.83248 5.63957
H -15.41983 31.86009 5.47823
H -14.91813 30.92542 4.04766
H -13.55557 32.00798 0.42520
H -15.05071 32.75268 -0.05434
H -13.62473 33.69144 0.08179
H -15.85717 34.42988 2.27233
H -16.04949 33.08413 3.31846
H -16.41916 32.89925 1.62732
C -12.10896 23.89204 3.20928
N -10.80506 23.60937 3.80736
C -10.60832 23.49130 5.28163
P -9.43544 23.32342 2.81907
O -8.28307 23.12980 3.71188
N -9.88471 21.94628 1.97483
C -8.87421 21.51891 1.03425
C -10.36362 20.84265 2.76781
N -9.23327 24.48778 1.70152
C -10.16046 24.62257 0.53696
C -8.13211 25.48253 1.72445
H -11.96721 24.46559 2.30733
H -12.93143 24.41559 3.76958
H -12.54052 22.96391 2.89306
H -11.20104 22.69180 5.72911
H -10.94340 24.38850 5.86348
H -9.53792 23.33551 5.42088
H -9.28592 20.76808 0.31791
H -8.66174 22.33403 0.42410
H -7.95910 21.08302 1.44903
H -9.62782 20.40451 3.44050
H -11.28100 21.13145 3.27915
H -10.59852 20.01044 2.11918
H -10.84943 23.81203 0.50757
H -10.65858 25.63378 0.58931
H -9.58101 24.61696 -0.39038
H -8.57757 26.47067 1.74037
H -7.51947 25.41989 0.78507
H -7.56098 25.25946 2.62840
C -20.63565 23.02829 -4.16216
N -20.07335 23.00743 -2.82420
C -19.83385 21.64507 -2.22589
P -19.46405 24.45650 -2.42596
O -20.26617 25.55327 -2.95981
N -19.31837 24.32804 -0.75266
C -20.57219 24.39123 -0.08861
C -18.44699 25.40265 -0.16472
N -17.86175 24.56935 -2.92784
C -16.82960 23.58524 -2.55614
C -17.51135 25.46730 -4.04800
H -19.94979 22.80663 -4.98333
H -21.05645 23.94550 -4.25098
H -21.53628 22.29329 -4.29289
H -20.73773 20.99158 -2.29527
H -19.43018 21.68104 -1.21358
H -19.05252 21.18768 -2.93772
H -21.31422 23.86177 -0.64642
H -20.63855 24.03844 0.96570
H -21.02627 25.41707 -0.10284
H -18.89194 26.43510 -0.26876
H -18.30327 25.23801 0.89777
H -17.55765 25.39255 -0.68132
H -16.20412 24.16214 -1.84947
H -17.12473 22.70092 -2.02305
H -16.30758 23.42548 -3.48141
H -18.33823 26.10049 -4.32617
H -17.16473 24.86902 -4.97151
H -16.63768 26.06995 -3.73893
C -21.98686 29.43633 4.53565
N -21.37669 28.52033 5.51714
C -21.12175 27.24235 4.81325
P -20.25406 29.19033 6.55989
O -20.59169 30.64462 6.73034
N -20.41172 28.17015 7.89621
C -21.70928 27.78747 8.42276
C -19.46307 28.37431 9.04750
N -18.68555 28.91266 6.00189
C -18.14488 29.86992 5.06022
C -17.83520 27.74685 6.28628
H -23.04226 29.25608 4.53867
H -21.57049 29.29965 3.54888
H -21.83439 30.46255 4.74484
H -22.03996 26.86486 4.38265
H -20.64142 26.45383 5.39569
H -20.43941 27.43799 3.94006
H -21.62796 26.95675 9.12366
H -22.18835 28.55952 9.10687
H -22.32370 27.50142 7.56748
H -18.50689 28.80102 8.63669
H -19.99544 29.03615 9.84078
H -19.24040 27.35583 9.39015
H -17.87082 29.35426 4.13904
H -18.90692 30.62387 4.87436
H -17.25231 30.31537 5.47090
H -17.96608 27.00373 5.47319
H -18.13474 27.30318 7.15094
H -16.81476 28.12259 6.40818
C -15.80336 18.23752 0.92357
N -14.74511 18.86779 0.19623
C -13.53136 18.06654 0.23004
P -15.18765 19.78950 -1.14563
O -16.53856 20.38625 -1.07350
N -13.91623 20.82575 -1.24027
C -13.30797 21.46362 -0.02001
C -13.93882 21.58777 -2.53374
N -15.14965 18.95242 -2.55129
C -14.21550 18.07004 -3.10209
C -16.36334 19.03430 -3.37952
H -16.65227 18.95101 0.91900
H -15.55971 18.09487 2.00034
H -16.23450 17.31430 0.53253
H -13.63324 17.03762 -0.09597
H -13.21703 17.93816 1.25846
H -12.77024 18.56757 -0.33049
H -12.20666 21.56047 -0.13197
H -13.66193 22.53181 0.08291
H -13.48577 20.95897 0.87176
H -14.59795 22.52188 -2.43752
H -12.90404 21.86160 -2.77177
H -14.37739 21.01460 -3.29154
H -14.33540 16.99859 -2.78088
H -14.24451 18.05848 -4.22854
H -13.25160 18.40413 -2.80313
H -17.15577 18.30903 -3.11946
H -16.06624 18.94137 -4.50109
H -16.89475 19.98072 -3.18328
O -10.03534 25.07146 -2.85069
S -11.32143 24.76714 -3.46414
O -11.49913 23.48124 -4.11101
C -12.61544 25.04542 -2.29698
C -13.79785 25.35856 -3.19293
C -13.35596 26.33979 -4.31679
C -11.87799 26.06667 -4.61765
H -12.31732 25.86604 -1.66325
H -12.77694 24.19927 -1.63452
H -14.13163 24.41555 -3.63633
H -14.60767 25.78047 -2.62770
H -13.42735 27.35957 -3.90406
H -13.95448 26.17503 -5.22819
H -11.35415 26.94561 -4.32359
H -11.68216 25.80421 -5.63404
O -13.36471 25.86206 0.71756
S -14.45506 26.82657 0.63540
O -15.21385 26.98722 -0.55613
C -15.39758 26.61352 2.08924
C -14.61810 27.38801 3.17484
C -14.40313 28.73387 2.41000
C -13.77064 28.37080 1.06582
H -15.61062 25.60715 2.44553
H -16.37038 27.09612 1.93177
H -15.08680 27.38303 4.13078
H -13.63035 26.98505 3.26771
H -13.71944 29.36459 2.96516
H -15.42314 29.12212 2.28585
H -12.70671 28.33565 1.25393
H -13.96550 29.15470 0.32262

Atom charges from the Mulliken analysis, given in e for atoms 1 to 6: -1.213 1.224 0.689 -0.197 -0.770 0.558



(2)
A 2-piece molecular cluster, C2H2ClNO overall in a non-equilibrium geometry, computed with ωB97M-V with the def2-TZVPD basis set.

Computed properties:
electronic energy	-667.30193	a.u.
largest force on an atom	2.56	eV/A
HOMO-LUMO gap (spin up / spin down)	8.42 / 8.42	eV
energy above the lowest of the compared OMol25 structures with the same formula, charge and spin	691.20	kJ/mol
multiplicity	1

Element x y z (Å)
C 0.21997 1.16033 -0.06520
C -0.83342 0.30811 -0.34300
N -0.58624 -0.96738 -0.34692
O 0.70478 -0.25329 -0.37019
Cl -3.84500 -0.72383 0.16665
H 0.72648 1.90323 -0.63794
H -2.62649 -1.36636 -0.03120

Atom charges from the Mulliken analysis, given in e for atoms 1 to 6: -0.319 0.446 -0.362 -0.050 -0.302 0.205



(3)
A 7-piece molecular cluster, C28H70O14 overall in a non-equilibrium geometry, computed with ωB97M-V with the def2-TZVPD basis set.

Computed properties:
charge	+1
electronic energy	-2161.42692	a.u.
largest force on an atom	2.97	eV/A
HOMO-LUMO gap (spin up / spin down)	8.64 / 2.63	eV
<S²>	0.755
energy above the lowest of the compared OMol25 structures with the same formula, charge and spin	0.00	kJ/mol
multiplicity	2

Element x y z (Å)
C -5.24964 -20.03329 -2.65202
O -6.47731 -19.54519 -3.24391
C -7.70794 -20.05640 -2.78181
C -8.88320 -19.34384 -3.47101
O -8.77573 -19.25477 -4.81967
C -8.62913 -20.45596 -5.53894
H -5.34033 -19.93536 -1.57022
H -4.48501 -19.31030 -2.93613
H -4.93571 -21.05703 -2.85575
H -7.72105 -19.78197 -1.72700
H -7.75707 -21.14506 -2.80454
H -9.05048 -18.39753 -2.95658
H -9.78657 -19.87326 -3.16811
H -7.64445 -20.90962 -5.42629
H -8.97581 -20.24012 -6.54955
H -9.27709 -21.30476 -5.32035
C -9.85505 -20.56986 -9.46308
O -8.52763 -19.98496 -9.79578
C -8.40309 -19.11995 -10.87488
C -8.91561 -19.65707 -12.22667
O -8.19716 -20.77067 -12.78623
C -8.31396 -20.87980 -14.19317
H -9.83324 -21.33139 -8.68354
H -10.22766 -21.03582 -10.37531
H -10.53034 -19.76256 -9.17958
H -7.36205 -18.80516 -10.94745
H -8.95713 -18.19638 -10.70704
H -8.95580 -18.79742 -12.89562
H -9.90765 -20.10862 -12.21985
H -9.27694 -21.07931 -14.66325
H -7.76182 -21.78798 -14.43495
H -7.96735 -19.99885 -14.73343
C -8.41453 -21.54188 -18.46233
O -9.81735 -21.57699 -18.22483
C -10.19580 -22.76268 -17.52693
C -11.69122 -22.69207 -16.98208
O -12.60259 -22.48766 -18.01844
C -13.93489 -22.19702 -17.50255
H -8.21139 -20.71806 -19.14655
H -8.08727 -22.48356 -18.90306
H -7.97434 -21.40588 -17.47449
H -9.65322 -22.94289 -16.59890
H -9.94380 -23.60933 -18.16550
H -11.71481 -21.76237 -16.41358
H -11.86891 -23.65861 -16.51057
H -13.92937 -21.12748 -17.29236
H -14.33606 -22.80153 -16.68908
H -14.65112 -22.39969 -18.29881
C -5.30213 -21.36587 -10.99612
O -4.15510 -22.13456 -11.17112
C -3.04488 -21.93353 -10.28408
C -2.02188 -22.99262 -10.70928
O -2.47334 -24.31226 -10.54832
C -1.47086 -25.36861 -10.66270
H -6.08127 -21.65626 -11.70091
H -5.14107 -20.30380 -11.18099
H -5.62175 -21.32378 -9.95488
H -3.34286 -22.30261 -9.30270
H -2.69087 -20.91820 -10.46260
H -1.14748 -22.97552 -10.05873
H -1.79120 -22.92486 -11.77243
H -0.89249 -25.33110 -11.58583
H -2.01820 -26.30914 -10.60014
H -0.72163 -25.34544 -9.87136
C -6.34245 -16.62638 -2.11983
O -6.95170 -16.84696 -3.39352
C -7.20404 -15.67279 -4.20543
C -8.14874 -16.08728 -5.33594
O -7.45980 -17.00550 -6.19037
C -8.23132 -17.50233 -7.36260
H -7.00422 -16.17487 -1.38071
H -5.41759 -16.06179 -2.23801
H -6.11742 -17.62868 -1.75532
H -6.28415 -15.18429 -4.52683
H -7.73217 -14.94622 -3.58796
H -8.60236 -15.32070 -5.96418
H -9.04390 -16.60453 -4.99065
H -7.50589 -18.15863 -7.84336
H -8.54464 -16.71519 -8.04840
H -9.07653 -18.11302 -7.04514
C -14.41420 -19.12626 -9.77691
O -13.97195 -18.51435 -8.57320
C -13.23405 -17.37871 -8.79813
C -12.66465 -16.84921 -7.44708
O -12.06839 -15.59761 -7.75329
C -11.88442 -14.82441 -6.57663
H -14.95806 -18.39684 -10.37713
H -15.14319 -19.86675 -9.44776
H -13.59455 -19.62029 -10.29866
H -13.89176 -16.56358 -9.09994
H -12.40005 -17.61222 -9.45996
H -11.92197 -17.56131 -7.08730
H -13.50372 -16.81127 -6.75236
H -11.66570 -13.79814 -6.87162
H -11.13491 -15.22990 -5.89698
H -12.85548 -14.80970 -6.08172
C -4.06613 -14.67154 -12.81505
O -4.88807 -15.81291 -13.13021
C -5.38924 -16.46284 -12.01503
C -6.80085 -16.04627 -11.67511
O -7.85601 -16.52672 -12.49474
C -7.74066 -16.33198 -13.89723
H -3.15497 -14.93843 -12.27964
H -4.64128 -13.86265 -12.36449
H -3.71462 -14.27879 -13.76914
H -4.72720 -16.22192 -11.18331
H -5.27471 -17.53589 -12.16849
H -6.80022 -14.95959 -11.59008
H -7.13437 -16.26471 -10.66065
H -7.62573 -15.25416 -14.01203
H -8.64519 -16.60666 -14.43990
H -6.97684 -16.95614 -14.36102

Atom charges from the Mulliken analysis, given in e for atoms 1 to 6: -0.970 -0.229 -0.747 -0.660 -0.038 -0.379



Question: Look up the electronic energy of the second one.
Answer: -667.30193 a.u.